# 1
C18H30N4O4PbS2Se2 as an isolated structure. Source: OMol25; level of theory: the ωB97M-V functional and the def2-TZVPD basis.

* spin multiplicity: 1
* HOMO-LUMO gap: 5.57 eV
* total charge: -2
* LUMO energy: 0.15114 hartree
* F_max: 0.69 eV/A
* HOMO energy: -1.46 eV

Geometry (Å):
Pb 0.139 -0.446 -1.087
N 1.018 2.917 1.472
C 0.150 2.728 2.623
C -0.239 1.278 2.934
N -0.964 0.635 1.851
C -2.295 1.166 1.603
C -2.345 2.053 0.356
N -2.137 1.237 -0.846
H 0.530 2.684 0.614
H 1.770 2.234 1.515
H -0.749 3.335 2.480
H 0.664 3.118 3.509
H -0.813 1.275 3.881
H 0.678 0.710 3.094
H -1.002 -0.360 2.030
H -2.646 1.744 2.471
H -3.000 0.347 1.435
H -1.576 2.827 0.395
H -3.330 2.545 0.346
H -2.211 1.801 -1.685
H -2.890 0.536 -0.871
S 1.813 -2.273 0.330
C 2.955 -1.420 1.236
N 3.169 -0.146 1.363
C 4.209 0.152 2.209
C 4.670 1.434 2.516
C 5.733 1.582 3.391
C 6.339 0.480 3.989
C 5.888 -0.803 3.708
C 4.837 -0.958 2.819
S 4.081 -2.416 2.260
H 4.196 2.295 2.062
H 6.099 2.576 3.621
H 7.167 0.621 4.673
H 6.336 -1.668 4.180
O -4.339 -4.544 -3.976
C -3.617 -3.337 -4.211
C -3.350 -2.504 -2.948
C -2.628 -3.360 -1.899
O -3.466 -4.364 -1.323
C -4.707 -2.011 -2.416
Se -4.694 -1.149 -0.637
C -2.508 -1.285 -3.315
Se -0.555 -1.531 -3.607
H -4.057 -4.865 -3.105
H -4.221 -2.753 -4.915
H -2.651 -3.555 -4.689
H -2.238 -2.703 -1.116
H -1.783 -3.872 -2.360
H -4.121 -3.879 -0.791
H -5.404 -2.844 -2.339
H -5.124 -1.285 -3.118
H -2.601 -0.551 -2.520
H -2.879 -0.838 -4.239
C 2.754 3.210 -1.817
O 1.687 2.273 -1.709
C 2.028 0.930 -1.813
O 3.165 0.644 -2.108
H 2.369 4.162 -1.458
H 3.101 3.301 -2.848
H 3.595 2.889 -1.199


# 2
C20H20Cl2N4O8Pt as an isolated structure at a distorted geometry. Source: OMol25; level of theory: the ωB97M-V functional and the def2-TZVPD basis.

* spin multiplicity: 3
* ⟨S²⟩: 2.0046
* HOMO-LUMO gap (spin up / spin down): 7.66 / 9.46 eV
* LUMO energy (spin up / spin down): 0.00483 / -0.01095 hartree
* F_max: 1.32 eV/A
* HOMO energy (spin up / spin down): -7.53 / -9.76 eV

Geometry (Å):
Pt -0.113 0.069 0.084
Cl -0.958 3.569 0.676
O -0.015 4.209 1.552
O -2.291 4.010 0.930
O -0.598 3.771 -0.705
O -0.885 2.122 0.939
Cl 1.055 -3.392 -0.641
O -0.242 -3.942 -0.961
O 0.881 -1.954 -0.392
O 1.566 -4.001 0.547
O 1.952 -3.517 -1.751
N -0.569 0.179 -2.087
C -0.278 1.284 -2.779
C -0.425 1.349 -4.149
C -1.081 0.306 -4.786
C -1.445 -0.815 -4.066
C -1.142 -0.841 -2.713
H 0.273 2.047 -2.243
H -0.149 2.218 -4.728
H -1.232 0.317 -5.859
H -1.859 -1.694 -4.536
H -1.376 -1.728 -2.135
N 1.882 1.009 -0.321
C 2.659 0.388 -1.214
C 3.987 0.698 -1.397
C 4.529 1.780 -0.729
C 3.724 2.464 0.174
C 2.406 2.070 0.290
H 2.244 -0.455 -1.754
H 4.559 0.160 -2.140
H 5.561 2.075 -0.870
H 4.105 3.280 0.769
H 1.793 2.660 0.964
N 0.401 -0.302 2.233
C 0.438 -1.543 2.705
C 1.160 -1.900 3.827
C 1.742 -0.909 4.590
C 1.651 0.404 4.136
C 0.997 0.653 2.954
H -0.058 -2.309 2.126
H 1.216 -2.933 4.142
H 2.339 -1.092 5.473
H 2.066 1.205 4.731
H 0.869 1.669 2.604
N -2.248 -0.694 0.325
C -2.544 -1.937 0.688
C -3.827 -2.381 0.944
C -4.878 -1.496 0.743
C -4.577 -0.193 0.396
C -3.260 0.148 0.130
H -1.724 -2.614 0.889
H -3.980 -3.375 1.337
H -5.900 -1.795 0.935
H -5.371 0.515 0.202
H -3.029 1.188 -0.075


# 3
C38H20F17MoN4O4S2Se as an isolated structure at a distorted geometry. Source: OMol25; level of theory: the ωB97M-V functional and the def2-TZVPD basis.

* spin multiplicity: 3
* ⟨S²⟩: 2.0169
* HOMO-LUMO gap (spin up / spin down): 5.31 / 5.51 eV
* total charge: -1
* LUMO energy (spin up / spin down): 0.01911 / 0.01642 hartree
* F_max: 1.23 eV/A
* HOMO energy (spin up / spin down): -4.79 / -5.07 eV

Geometry (Å):
Mo 0.100 -0.453 -0.001
C 5.586 3.114 0.550
C 4.111 2.794 0.603
C 3.394 2.836 1.788
C 2.052 2.479 1.825
C 1.366 2.068 0.676
N 0.053 1.563 0.694
C -0.954 2.224 1.376
C -0.730 3.472 1.993
C -1.693 4.127 2.733
C -2.968 3.605 2.884
C -4.018 4.272 3.738
C -3.240 2.440 2.186
C -2.296 1.751 1.426
C -2.762 0.576 0.565
O -1.806 -0.372 0.312
C -3.290 1.104 -0.820
F -4.085 0.205 -1.424
F -3.997 2.236 -0.683
F -2.279 1.347 -1.644
C -3.931 -0.224 1.242
F -5.125 0.386 1.110
F -4.047 -1.443 0.735
F -3.715 -0.380 2.562
C 2.087 2.078 -0.540
C 3.431 2.419 -0.551
C 1.336 1.652 -1.805
O 0.598 0.489 -1.610
C 2.273 1.318 -3.021
F 1.555 0.846 -4.036
F 3.169 0.390 -2.697
F 2.966 2.378 -3.481
C 0.407 2.849 -2.250
F -0.439 3.242 -1.305
F -0.313 2.532 -3.328
F 1.153 3.928 -2.554
H 5.959 3.416 1.531
H 5.795 3.922 -0.155
H 6.160 2.243 0.226
H 3.886 3.145 2.706
H 1.529 2.475 2.773
H 0.223 3.960 1.857
H -1.441 5.077 3.197
H -3.696 5.266 4.053
H -4.227 3.691 4.640
H -4.961 4.379 3.196
H -4.261 2.084 2.206
H 3.983 2.402 -1.480
O 5.524 -5.684 3.808
C 4.238 -5.725 3.364
O 3.509 -6.579 3.787
C 3.832 -4.674 2.388
C 2.475 -4.504 2.139
C 2.023 -3.519 1.277
C 2.918 -2.656 0.630
S 2.457 -1.334 -0.431
C 4.291 -2.872 0.844
C 4.735 -3.855 1.709
H 5.965 -4.911 3.438
H 1.775 -5.164 2.637
H 0.963 -3.421 1.087
H 5.000 -2.240 0.321
H 5.808 -3.980 1.821
Se -2.066 -2.500 4.076
N -0.816 -1.891 5.164
C 0.089 -1.337 4.389
C 1.332 -0.798 4.850
C 2.191 -0.384 3.910
C 1.848 -0.420 2.515
N 0.717 -0.830 2.027
C -0.181 -1.365 2.965
N -1.279 -1.967 2.599
H 1.561 -0.769 5.908
H 3.170 -0.005 4.173
H 2.571 -0.096 1.782
F 3.413 -5.991 -3.407
C 2.465 -5.240 -2.832
C 2.194 -3.975 -3.313
F 2.876 -3.511 -4.369
C 1.227 -3.199 -2.706
F 1.001 -1.992 -3.226
C 0.509 -3.641 -1.598
S -0.717 -2.662 -0.799
C 0.783 -4.933 -1.169
F 0.110 -5.467 -0.140
C 1.746 -5.727 -1.763
F 1.985 -6.965 -1.308


# 4
A 10-piece molecular cluster, C40H110N10O10 overall at a distorted geometry. Source: OMol25; level of theory: the ωB97M-V functional and the def2-TZVPD basis.

* spin multiplicity: 2
* ⟨S²⟩: 0.7562
* HOMO-LUMO gap (spin up / spin down): 7.90 / 1.72 eV
* total charge: +1
* LUMO energy (spin up / spin down): -0.07641 / -0.30349 hartree
* F_max: 4.18 eV/A
* HOMO energy (spin up / spin down): -9.97 / -9.97 eV

Geometry (Å):
C 5.676 1.576 -17.296
C 6.857 2.054 -16.452
C 7.176 1.195 -15.174
O 8.460 1.429 -14.467
C 8.852 2.738 -14.109
N 7.958 2.167 -17.464
H 5.630 1.945 -18.321
H 4.734 1.934 -16.882
H 5.717 0.492 -17.405
H 6.601 3.076 -16.173
H 7.072 0.138 -15.420
H 6.432 1.406 -14.406
H 8.866 3.353 -15.009
H 9.778 2.680 -13.538
H 8.199 3.138 -13.333
H 8.376 1.276 -17.689
H 8.750 2.484 -16.923
C -4.007 -0.519 -23.241
C -3.175 -0.418 -21.966
C -1.679 -0.671 -22.184
O -1.342 -2.068 -22.313
C -0.019 -2.164 -22.924
N -3.429 0.881 -21.433
H -5.061 -0.313 -23.054
H -4.080 -1.498 -23.715
H -3.681 0.236 -23.956
H -3.553 -1.147 -21.249
H -1.077 -0.212 -21.400
H -1.418 -0.235 -23.149
H -0.084 -1.963 -23.994
H 0.344 -3.178 -22.759
H 0.730 -1.472 -22.539
H -4.396 0.884 -21.143
H -2.864 0.992 -20.603
C 0.780 -3.138 -14.040
C 2.311 -2.991 -14.365
C 2.887 -1.590 -14.088
O 2.333 -0.635 -14.926
C 2.917 0.668 -15.071
N 3.017 -3.948 -13.594
H 0.560 -2.655 -13.088
H 0.439 -4.168 -13.935
H 0.198 -2.608 -14.794
H 2.406 -3.254 -15.418
H 3.948 -1.638 -14.333
H 2.819 -1.301 -13.039
H 3.830 0.571 -15.659
H 3.272 0.985 -14.090
H 2.164 1.326 -15.505
H 2.675 -4.839 -13.923
H 4.022 -4.002 -13.685
C 7.418 -1.464 -21.220
C 7.783 -0.663 -19.935
C 9.312 -0.558 -19.756
O 9.592 -0.124 -18.407
C 10.941 0.334 -18.323
N 7.363 0.662 -20.242
H 8.003 -2.371 -21.369
H 7.585 -0.935 -22.157
H 6.361 -1.730 -21.187
H 7.349 -0.986 -18.988
H 9.749 0.069 -20.533
H 9.777 -1.535 -19.891
H 11.001 1.250 -18.911
H 11.565 -0.468 -18.717
H 11.144 0.610 -17.288
H 7.556 1.371 -19.549
H 7.977 0.894 -21.010
C 7.179 -2.897 -12.409
C 6.725 -3.494 -13.757
C 7.975 -3.741 -14.649
O 7.651 -4.353 -15.888
C 7.009 -3.518 -16.795
N 6.061 -4.748 -13.461
H 8.088 -3.355 -12.020
H 6.372 -3.061 -11.695
H 7.251 -1.812 -12.492
H 5.931 -2.848 -14.132
H 8.655 -4.425 -14.142
H 8.638 -2.890 -14.806
H 6.964 -4.116 -17.705
H 7.557 -2.611 -17.051
H 6.063 -3.196 -16.360
H 5.956 -5.242 -14.335
H 6.761 -5.344 -13.043
C 5.787 -7.423 -19.975
C 6.299 -6.129 -20.584
C 5.456 -4.846 -20.260
O 4.093 -4.995 -20.793
C 3.949 -4.655 -22.176
N 7.646 -5.910 -20.141
H 5.919 -7.508 -18.897
H 6.245 -8.317 -20.399
H 4.736 -7.289 -20.230
H 6.279 -6.285 -21.662
H 5.986 -3.938 -20.548
H 5.380 -4.785 -19.174
H 4.236 -3.638 -22.442
H 2.903 -4.782 -22.454
H 4.601 -5.333 -22.728
H 8.191 -6.657 -20.548
H 7.705 -6.087 -19.148
C 2.618 5.589 -20.938
C 2.891 5.480 -22.444
C 2.930 6.925 -23.160
O 1.805 7.678 -22.841
C 0.494 7.223 -23.165
N 4.134 4.825 -22.636
H 3.333 6.262 -20.465
H 2.795 4.597 -20.523
H 1.629 5.899 -20.602
H 2.218 4.777 -22.934
H 3.029 6.793 -24.237
H 3.809 7.434 -22.765
H 0.356 6.180 -22.881
H 0.369 7.366 -24.238
H -0.311 7.830 -22.752
H 3.986 3.922 -22.209
H 4.758 5.287 -21.991
C 0.316 -5.929 -17.625
C 1.007 -5.457 -18.878
C 1.079 -3.960 -18.992
O -0.201 -3.233 -18.883
C -0.067 -1.838 -19.006
N 2.327 -6.031 -18.797
H 0.320 -6.986 -17.356
H -0.732 -5.701 -17.817
H 0.643 -5.375 -16.745
H 0.592 -5.906 -19.780
H 1.580 -3.618 -19.898
H 1.683 -3.598 -18.161
H 0.775 -1.408 -18.462
H -0.935 -1.369 -18.541
H 0.073 -1.602 -20.061
H 2.264 -7.001 -19.073
H 2.961 -5.684 -19.502
C 2.263 1.537 -22.127
C 3.186 1.326 -20.899
C 3.225 -0.152 -20.552
O 3.892 -0.269 -19.273
C 4.070 -1.554 -18.903
N 4.461 1.884 -21.261
H 2.717 1.024 -22.975
H 2.269 2.610 -22.316
H 1.247 1.164 -21.995
H 2.728 1.893 -20.089
H 3.645 -0.721 -21.382
H 2.214 -0.503 -20.348
H 3.178 -2.180 -18.912
H 4.287 -1.353 -17.854
H 4.941 -1.947 -19.428
H 5.039 1.708 -20.452
H 4.970 1.343 -21.946
C -1.288 2.374 -29.393
C 0.011 1.911 -28.687
C -0.247 1.550 -27.248
O 0.940 1.085 -26.616
C 0.803 0.680 -25.249
N 0.611 0.775 -29.354
H -0.993 2.699 -30.390
H -1.750 3.241 -28.921
H -2.078 1.623 -29.412
H 0.648 2.794 -28.736
H -1.011 0.775 -27.184
H -0.605 2.423 -26.702
H 1.670 0.064 -25.009
H -0.098 0.088 -25.088
H 0.831 1.561 -24.608
H -0.012 -0.001 -29.180
H 0.401 0.837 -30.340


# 5
One molecule with the formula C2H5NO2 at a distorted geometry. Source: OMol25; level of theory: the ωB97M-V functional and the def2-TZVPD basis.

* spin multiplicity: 1
* structure (SMILES): NCC(=O)O
* HOMO-LUMO gap: 9.92 eV
* LUMO energy: 0.00933 hartree
* F_max: 6.28 eV/A
* HOMO energy: -9.67 eV

Geometry (Å):
C -0.568 0.399 -0.319
C 0.823 0.908 0.160
H 0.214 -1.707 -0.414
H -1.377 -1.459 0.563
H -0.577 0.797 -1.346
H -1.317 0.949 0.492
H 0.964 -0.902 0.366
N -0.608 -1.050 -0.334
O 1.512 -0.059 0.810
O 0.934 2.126 0.021


# 6
C15H31BF4OsP2 as an isolated structure at a distorted geometry. Source: OMol25; level of theory: the ωB97M-V functional and the def2-TZVPD basis.

* spin multiplicity: 5
* ⟨S²⟩: 6.0183
* HOMO-LUMO gap (spin up / spin down): 5.76 / 3.72 eV
* total charge: +2
* LUMO energy (spin up / spin down): -0.22278 / -0.40172 hartree
* F_max: 5.29 eV/A
* HOMO energy (spin up / spin down): -11.83 / -14.65 eV

Geometry (Å):
P -2.203 -1.564 0.580
P 1.004 -1.605 2.341
C -0.505 -1.692 -0.128
C 0.645 -2.344 0.668
H -0.200 -0.647 -0.446
H -0.648 -2.272 -1.054
H 0.444 -3.426 0.815
H 1.582 -2.246 0.091
C 2.497 -0.558 2.057
H 3.233 -0.806 2.835
H 2.213 0.496 2.169
H 2.933 -0.727 1.062
C 1.901 -3.045 3.031
H 2.845 -3.215 2.492
H 1.281 -3.947 2.973
H 2.120 -2.833 4.085
C -2.660 0.135 0.109
H -3.059 0.650 0.995
H -3.443 0.075 -0.662
H -1.811 0.755 -0.284
C -3.355 -2.654 -0.252
H -3.239 -3.677 0.124
H -3.161 -2.629 -1.333
H -4.379 -2.309 -0.063
Os -0.035 1.782 -1.191
C 1.715 1.341 -1.950
C 1.744 2.643 -1.241
C 1.782 3.930 -2.045
C 0.458 4.200 -2.787
C -0.639 3.212 -2.434
C -0.693 1.872 -3.058
C 0.346 1.462 -4.083
C 1.744 1.296 -3.473
C -2.327 -1.697 2.348
H 2.306 0.551 -1.471
H 2.336 2.674 -0.319
H 2.637 3.934 -2.738
H 1.964 4.752 -1.340
H 0.103 5.195 -2.486
H 0.636 4.243 -3.871
H -1.619 3.670 -2.248
H -1.701 1.500 -3.285
H 0.368 2.170 -4.927
H 0.039 0.498 -4.517
H 2.139 0.312 -3.773
H 2.449 2.033 -3.869
H -1.414 -2.089 2.820
H -3.175 -2.354 2.594
H -2.519 -0.704 2.766
F -0.431 2.610 0.580
B -0.562 -2.234 5.956
F -1.601 -1.849 6.715
F -0.687 -3.313 5.151
F 0.604 -1.554 5.973


# 7
C25H25N5O2PSSr as an isolated structure at a distorted geometry. Source: OMol25; level of theory: the ωB97M-V functional and the def2-TZVPD basis.

* spin multiplicity: 1
* HOMO-LUMO gap: 4.00 eV
* total charge: -1
* LUMO energy: 0.08373 hartree
* F_max: 3.24 eV/A
* HOMO energy: -1.73 eV

Geometry (Å):
Sr -0.400 0.249 -0.902
C -0.257 1.618 5.053
C 1.165 1.664 4.490
N 1.516 0.535 3.647
C 0.858 0.348 2.410
S 1.010 1.784 1.275
N 0.463 -0.826 2.073
N -0.037 -1.142 0.889
C -0.127 -2.494 0.560
C 0.456 -3.535 1.491
C -0.727 -2.847 -0.632
C -0.679 -4.203 -1.139
C -1.206 -4.516 -2.346
C -1.829 -3.496 -3.134
C -1.877 -2.232 -2.598
N -1.381 -1.866 -1.411
H -0.475 2.519 5.633
H -0.391 0.748 5.699
H -0.977 1.550 4.235
H 1.892 1.698 5.304
H 1.295 2.569 3.897
H 1.536 -0.341 4.147
H 1.080 -3.040 2.231
H 1.065 -4.269 0.956
H -0.330 -4.083 2.024
H -0.192 -4.966 -0.547
H -1.144 -5.530 -2.726
H -2.271 -3.714 -4.097
H -2.362 -1.431 -3.159
O 2.317 2.421 -3.405
C 1.788 1.401 -2.976
O 0.688 1.312 -2.324
C 2.485 0.043 -3.219
P 1.941 -1.201 -1.963
C 2.981 -0.753 -0.533
C 3.377 -1.724 0.307
C 4.354 -1.500 1.358
C 5.006 -0.339 1.485
C 4.585 0.877 0.733
C 3.375 0.663 -0.238
C 2.818 -2.635 -2.711
C 4.197 -2.826 -2.657
C 4.784 -3.882 -3.336
C 4.002 -4.764 -4.070
C 2.626 -4.589 -4.117
C 2.037 -3.532 -3.437
H 3.567 0.159 -3.273
H 2.142 -0.329 -4.188
H 3.040 -2.741 0.137
H 4.627 -2.344 1.980
H 5.810 -0.215 2.201
H 5.424 1.460 0.345
H 3.434 1.275 -1.139
H 4.811 -2.143 -2.081
H 5.859 -4.020 -3.296
H 4.463 -5.589 -4.600
H 2.010 -5.283 -4.675
H 0.960 -3.400 -3.458
N 3.705 1.698 1.616
C 2.682 1.412 0.893